{"formula": "C3HFInO2", "method": "the ωB97M-V functional and the def2-TZVPD basis", "symbols": ["F", "O", "O", "C", "C", "C", "H", "In"], "positions_angstrom": [[-0.672, 1.374, 0.513], [0.210, -0.767, 0.833], [1.582, -0.375, -0.892], [-0.926, -0.132, 0.320], [-1.847, -0.632, -0.444], [1.435, -0.507, 0.344], [-2.552, 0.115, -0.834], [2.771, 0.923, 0.158]], "forces_ev_per_angstrom": [[-0.82, -4.03, -0.51], [0.72, 0.16, 1.01], [-0.97, -1.46, -0.20], [2.78, 2.09, -0.30], [-0.27, 2.58, 0.52], [-5.07, -2.05, -1.23], [-0.46, -1.21, -0.29], [4.09, 3.93, 1.00]], "mulliken_charge": [-0.279, -0.275, -0.385, 0.383, -0.188, 0.600, 0.321, 0.823], "charge": 1, "largest_force_ev_per_a": 5.76, "e_homo_ev": [-15.2707, -14.8705], "molar_mass_g_mol": 202.855, "de_lowest_kj_mol": 477.6, "energy_ha": -554.836389, "orbital_gap_ev": [6.69, 8.62]}

{"formula": "C52H43N5OP2W", "method": "the ωB97M-V functional and the def2-TZVPD basis", "symbols": ["W", "C", "N", "C", "C", "N", "C", "C", "C", "C", "C", "C", "N", "C", "N", "C", "C", "C", "C", "C", "C", "N", "H", "H", "H", "H", "H", "H", "H", "H", "H", "H", "H", "H", "H", "H", "H", "O", "C", "C", "C", "C", "C", "C", "P", "C", "C", "C", "C", "C", "C", "C", "C", "C", "C", "C", "C", "C", "C", "C", "C", "C", "C", "P", "C", "C", "C", "C", "C", "C", "C", "C", "C", "C", "C", "C", "H", "H", "H", "H", "H", "H", "H", "H", "H", "H", "H", "H", "H", "H", "H", "H", "H", "H", "H", "H", "H", "H", "H", "H", "H", "H", "H", "H"], "positions_angstrom": [[0.163, 0.626, -0.743], [1.781, 3.288, -0.961], [0.485, 2.776, -1.448], [-0.707, 3.615, -1.216], [-1.840, 2.678, -1.451], [-1.627, 1.336, -1.522], [-2.891, 0.794, -1.956], [-3.296, -0.477, -2.351], [-4.613, -0.630, -2.745], [-5.519, 0.439, -2.763], [-5.125, 1.713, -2.411], [-3.800, 1.847, -2.025], [-3.083, 3.005, -1.710], [2.682, 2.109, -1.103], [2.149, 0.865, -1.198], [3.261, 0.008, -1.468], [3.351, -1.349, -1.738], [4.618, -1.864, -1.950], [5.770, -1.066, -1.902], [5.691, 0.290, -1.652], [4.414, 0.790, -1.446], [3.989, 2.103, -1.221], [1.684, 3.586, 0.086], [2.135, 4.142, -1.544], [0.554, 2.657, -2.461], [-0.745, 4.471, -1.895], [-0.708, 3.979, -0.186], [-2.629, -1.317, -2.384], [-4.950, -1.605, -3.066], [-6.537, 0.263, -3.082], [-5.803, 2.554, -2.456], [-3.442, 3.951, -1.746], [2.489, -1.988, -1.805], [4.723, -2.917, -2.173], [6.735, -1.518, -2.082], [6.567, 0.923, -1.636], [4.583, 2.924, -1.208], [0.680, -1.469, 1.580], [-0.043, -1.269, 2.743], [-0.432, -2.264, 3.615], [-1.163, -1.888, 4.737], [-1.496, -0.558, 4.974], [-1.124, 0.420, 4.067], [-0.405, 0.060, 2.921], [0.218, 1.285, 1.781], [-0.846, 2.735, 1.962], [-2.231, 2.536, 1.935], [-3.096, 3.612, 2.051], [-2.597, 4.900, 2.206], [-1.224, 5.113, 2.224], [-0.354, 4.039, 2.093], [1.935, 1.608, 2.252], [2.907, 0.702, 1.812], [4.208, 0.785, 2.278], [4.557, 1.767, 3.198], [3.589, 2.637, 3.677], [2.279, 2.554, 3.224], [1.211, -2.677, 1.158], [2.081, -3.454, 1.892], [2.593, -4.595, 1.277], [2.252, -4.925, -0.031], [1.383, -4.121, -0.755], [0.849, -2.982, -0.153], [-0.372, -1.868, -0.864], [-1.934, -2.278, -0.099], [-2.422, -3.586, -0.164], [-3.627, -3.901, 0.442], [-4.337, -2.925, 1.131], [-3.846, -1.628, 1.218], [-2.647, -1.311, 0.601], [-0.327, -2.043, -2.650], [0.100, -0.912, -3.345], [0.256, -0.891, -4.720], [-0.056, -2.047, -5.429], [-0.511, -3.181, -4.765], [-0.644, -3.189, -3.384], [-0.174, -3.298, 3.439], [-1.472, -2.649, 5.442], [-2.045, -0.285, 5.863], [-1.389, 1.451, 4.257], [-2.642, 1.536, 1.869], [-4.164, 3.442, 2.053], [-3.275, 5.733, 2.330], [-0.827, 6.110, 2.356], [0.709, 4.239, 2.101], [2.661, -0.112, 1.140], [4.945, 0.068, 1.942], [5.571, 1.833, 3.568], [3.841, 3.372, 4.429], [1.542, 3.193, 3.686], [2.360, -3.191, 2.903], [3.271, -5.230, 1.829], [2.662, -5.818, -0.483], [1.132, -4.383, -1.775], [-1.864, -4.369, -0.664], [-4.009, -4.912, 0.390], [-5.274, -3.180, 1.608], [-4.396, -0.876, 1.767], [-2.274, -0.289, 0.672], [0.352, 0.043, -2.824], [0.597, -0.005, -5.237], [0.052, -2.061, -6.505], [-0.761, -4.068, -5.332], [-0.999, -4.085, -2.894]], "forces_ev_per_angstrom": [[-0.37, 0.20, 0.47], [-0.01, 0.02, -0.05], [-0.11, 0.14, 0.11], [-0.02, -0.03, 0.09], [0.12, 0.07, -0.02], [-0.59, 0.13, -0.08], [0.14, -0.06, -0.04], [-0.04, 0.09, 0.01], [0.03, 0.05, 0.02], [-0.06, -0.07, -0.02], [0.10, -0.13, 0.01], [-0.10, 0.12, -0.03], [0.16, -0.05, 0.01], [-0.09, 0.08, 0.13], [0.69, -0.07, -0.35], [-0.09, 0.05, 0.05], [0.06, -0.05, 0.00], [0.01, 0.01, -0.01], [-0.02, -0.04, -0.01], [-0.12, -0.04, -0.02], [0.10, 0.04, 0.05], [-0.17, -0.04, -0.05], [0.01, -0.02, -0.02], [0.01, -0.01, 0.06], [0.13, 0.02, 0.04], [-0.03, -0.02, 0.02], [0.00, 0.01, -0.08], [0.02, -0.04, -0.02], [-0.01, -0.03, -0.01], [0.00, 0.01, 0.00], [-0.01, 0.05, 0.01], [-0.02, 0.00, 0.00], [-0.10, -0.03, 0.00], [0.01, -0.02, -0.01], [0.02, -0.01, 0.00], [0.04, 0.02, 0.01], [0.01, 0.00, 0.01], [0.17, 0.24, 0.23], [0.08, -0.29, -0.33], [0.00, 0.15, 0.02], [0.00, -0.02, 0.00], [0.02, 0.01, -0.06], [-0.02, -0.17, -0.03], [-0.24, 0.16, 0.34], [0.06, 0.05, -0.25], [0.13, 0.11, 0.02], [-0.01, -0.01, -0.03], [-0.01, -0.05, -0.01], [0.04, 0.07, 0.01], [-0.01, -0.07, -0.01], [0.10, 0.03, -0.02], [0.00, -0.10, 0.01], [0.14, -0.03, -0.09], [-0.01, 0.06, 0.03], [0.00, -0.03, -0.02], [-0.09, 0.03, 0.00], [0.00, -0.02, 0.10], [-0.25, -0.01, -0.14], [0.01, -0.04, -0.15], [-0.01, 0.02, 0.02], [0.00, 0.01, 0.07], [-0.01, 0.06, 0.02], [0.10, -0.22, 0.11], [0.24, 0.20, 0.12], [-0.08, -0.31, 0.06], [0.00, 0.04, 0.04], [0.00, 0.00, 0.00], [0.00, 0.03, -0.01], [0.04, -0.07, -0.01], [-0.06, 0.16, 0.09], [-0.01, -0.15, -0.15], [0.18, 0.33, 0.00], [-0.16, -0.20, 0.05], [0.02, 0.07, -0.03], [0.01, 0.01, -0.01], [-0.01, 0.08, 0.03], [0.01, -0.04, 0.00], [0.00, -0.01, 0.01], [-0.01, -0.01, 0.02], [0.00, 0.03, -0.01], [-0.01, -0.06, -0.01], [-0.05, -0.01, 0.01], [-0.02, 0.02, 0.00], [-0.01, 0.03, 0.00], [0.00, -0.04, 0.04], [-0.04, 0.08, 0.03], [0.02, -0.02, -0.01], [0.02, -0.01, 0.00], [0.02, 0.01, 0.01], [-0.06, 0.02, -0.05], [-0.01, 0.03, 0.02], [0.01, -0.01, 0.00], [0.00, -0.01, -0.01], [0.00, 0.01, -0.01], [0.04, 0.01, -0.02], [0.00, -0.01, 0.00], [-0.02, 0.00, 0.01], [-0.02, 0.02, 0.02], [0.02, -0.09, -0.03], [0.00, -0.36, -0.33], [0.02, 0.02, -0.01], [0.00, -0.01, -0.01], [0.00, -0.02, 0.00], [-0.02, 0.00, 0.04]], "lowdin_spin": [1.768, 0.008, 0.016, 0.005, 0.011, 0.017, 0.006, 0.002, -0.001, 0.002, 0.000, 0.002, 0.001, 0.016, 0.026, 0.009, 0.004, -0.001, 0.003, 0.001, 0.002, 0.004, 0.000, 0.000, 0.003, 0.000, 0.000, 0.000, 0.000, 0.000, 0.000, 0.000, 0.000, 0.000, 0.000, 0.000, 0.000, 0.026, 0.000, 0.001, -0.001, 0.000, -0.001, 0.001, -0.004, 0.003, 0.000, 0.001, -0.001, 0.000, 0.000, -0.001, 0.000, 0.000, 0.000, 0.000, -0.001, 0.002, 0.001, 0.001, 0.000, 0.001, 0.007, 0.026, 0.006, 0.000, 0.001, 0.000, 0.001, 0.006, 0.004, 0.005, 0.001, 0.001, 0.004, -0.001, 0.000, 0.000, 0.000, 0.000, 0.000, 0.000, 0.000, 0.000, 0.000, 0.000, 0.000, 0.000, 0.000, 0.000, 0.000, 0.000, 0.000, 0.000, 0.000, 0.000, 0.000, 0.000, 0.004, 0.003, 0.000, 0.000, 0.000, 0.000], "charge": 4, "largest_force_ev_per_a": 0.78, "e_homo_ev": [-18.1738, -18.1609], "molar_mass_g_mol": 999.738, "multiplicity": 3, "energy_ha": -3104.892218, "orbital_gap_ev": [5.72, 6.14]}

> Which formula does entry 2 have?

C52H43N5OP2W

> Which of these has the lowest charge?

C3HFInO2